[1]
The following is a quantum chemistry calculation of an isolated molecule of C19H24BrN5O2, from OMol25.

```
51
Properties=species:S:1:pos:R:3:forces:R:3:lowdin_charge:R:1
C 3.91707 0.64140 1.88139 0.071 -0.126 0.175 -0.086
H 4.45306 0.72779 0.93940 0.040 0.054 -0.116 0.082
C 4.08432 -0.75890 2.46067 0.012 0.079 -0.282 -0.220
H 5.14170 -0.93509 2.66658 -0.022 -0.061 0.091 0.107
H 3.55209 -0.82450 3.41380 0.043 -0.072 0.070 0.109
C 3.58259 -1.83784 1.49368 -0.076 -0.081 0.186 -0.270
C 2.13622 -1.58151 1.07317 0.597 -0.156 0.073 -0.461
O 1.81401 -1.43911 -0.08317 -0.144 0.093 -0.293 0.092
N 1.26424 -1.56179 2.12361 0.038 -0.038 0.446 0.144
C -0.11762 -1.36003 2.10449 -0.406 0.050 -0.049 -0.202
C -0.77686 -0.81258 1.01237 -0.015 0.015 -0.089 0.055
C -2.15775 -0.63629 1.04225 0.313 -0.261 0.552 -0.168
C -2.87614 -0.99858 2.17973 -0.011 0.059 -0.202 -0.047
C -2.21344 -1.52315 3.27446 0.052 -0.009 0.076 -0.081
C -0.84513 -1.70911 3.24253 0.024 0.034 -0.073 -0.028
H -0.33512 -2.12548 4.10046 0.053 -0.066 0.073 0.109
H -2.76839 -1.79020 4.16172 -0.029 -0.014 0.071 0.104
H -3.94278 -0.84170 2.22833 -0.125 -0.016 -0.020 0.107
C -2.82346 -0.04334 -0.12379 -0.389 0.236 -0.520 -0.270
N -2.15040 0.83187 -0.75980 0.693 0.101 0.481 0.119
N -2.65741 1.44480 -1.84557 -0.931 -0.511 -0.154 0.051
C -1.95030 2.43214 -2.46740 0.240 0.024 0.175 -0.401
O -0.86274 2.82055 -2.10044 -0.079 -0.018 -0.080 0.088
C -2.62966 3.00290 -3.65413 -0.602 0.078 -0.258 -0.150
N -1.95342 3.78745 -4.53141 -0.452 -0.375 0.329 -0.149
N -2.71979 4.23005 -5.50797 0.058 0.447 -0.615 0.084
C -3.93360 3.75831 -5.29671 0.045 -0.255 0.372 -0.175
C -3.93947 2.97486 -4.14210 0.158 -0.137 0.258 -0.617
Br -5.46709 2.11760 -3.44217 0.176 0.108 -0.108 0.782
H -4.74581 3.98329 -5.95710 -0.150 0.063 -0.148 0.104
C -0.56549 4.14873 -4.50965 0.810 0.257 0.064 -0.009
H 0.06097 3.25727 -4.48849 -0.039 0.085 -0.013 0.098
H -0.34086 4.73905 -3.62139 -0.004 -0.058 -0.117 0.094
H -0.37256 4.72798 -5.41023 -0.073 -0.071 0.041 0.092
H -3.57549 1.17724 -2.19467 0.247 0.160 0.009 0.034
C -4.21580 -0.49211 -0.48780 0.143 0.161 -0.037 -0.023
H -4.50648 -1.35576 0.10077 -0.053 -0.028 -0.008 0.074
H -4.25958 -0.77216 -1.54125 -0.042 -0.019 -0.076 0.081
H -4.93708 0.30942 -0.32169 -0.087 0.031 -0.014 0.088
H -0.22930 -0.52598 0.13139 0.029 -0.009 -0.024 0.109
H 1.64142 -1.79370 3.03123 0.034 0.050 -0.175 0.131
H 4.17015 -1.77897 0.57189 -0.144 0.019 0.013 0.150
C 3.71578 -3.26017 2.06132 0.173 0.040 -0.200 -0.220
C 5.16065 -3.74565 2.09883 -0.217 0.037 0.085 -0.098
H 5.76395 -3.13140 2.76224 0.125 0.025 0.051 0.066
H 5.59844 -3.71257 1.10417 0.084 -0.008 -0.100 0.078
H 5.20147 -4.77181 2.45684 0.085 -0.078 0.028 0.071
H 3.13361 -3.94001 1.43407 -0.058 -0.020 0.075 0.120
H 3.30028 -3.30228 3.07195 -0.096 -0.023 0.014 0.108
H 2.86886 0.86215 1.69341 -0.097 0.092 -0.037 0.075
H 4.30816 1.38693 2.57015 -0.001 0.113 0.003 0.072
```
Forces are in eV/Å.

Properties
* structure (SMILES): CCC(CC)C(=O)Nc1cccc(/C(C)=N/NC(=O)c2c(Br)cnn2C)c1
* net charge: 0
* molecular weight: 434.34 g/mol
* E_HOMO: -8.42 eV


[2]
The following is a quantum chemistry calculation of a structure of composition C19H24CaN5O2S, from OMol25.

```
52
Properties=species:S:1:pos:R:3:forces:R:3:lowdin_charge:R:1
Ca -0.77042 -0.93964 0.43967 -0.004 -1.010 -0.208 1.356
C 2.14865 -2.54465 0.20593 -0.174 -0.129 0.089 -0.184
C 2.48200 -1.25141 -0.53331 0.079 0.149 -0.091 -0.184
N 1.48029 -0.18760 -0.34217 -0.125 -0.082 -0.054 -0.150
C 1.23154 0.64715 -1.53653 0.022 0.010 0.112 -0.239
C 0.69582 -0.12164 -2.74936 0.087 0.039 -0.020 -0.416
S -0.50331 -1.45674 -2.44756 -0.164 0.062 0.007 0.895
C 0.52398 -2.95464 -2.48396 0.113 -0.085 -0.059 -0.438
C 0.49480 -3.77311 -1.19980 0.002 0.021 0.147 -0.262
N 0.75179 -3.00554 0.03417 0.075 0.094 -0.092 -0.160
H 2.30371 -2.40767 1.27860 -0.013 0.097 -0.005 0.110
H 2.85208 -3.32272 -0.11233 0.049 0.030 -0.019 0.129
H 2.57790 -1.44049 -1.59970 -0.010 -0.009 0.026 0.095
H 3.47001 -0.91501 -0.20754 0.022 -0.056 0.007 0.133
H 1.78359 0.43821 0.39676 0.041 -0.014 0.024 0.115
H 2.14084 1.16818 -1.85826 0.000 -0.005 -0.003 0.131
H 0.52141 1.41967 -1.23358 -0.043 -0.031 -0.048 0.109
H 1.50219 -0.55547 -3.34032 -0.009 -0.017 0.011 0.079
H 0.19106 0.58843 -3.40409 -0.036 -0.010 0.017 0.086
H 1.53586 -2.66694 -2.76035 -0.004 -0.017 0.021 0.070
H 0.16306 -3.58932 -3.29313 -0.055 0.029 0.006 0.085
H 1.21197 -4.59611 -1.30622 0.012 0.005 -0.013 0.126
H -0.49123 -4.22785 -1.08533 -0.017 0.014 -0.043 0.121
H 0.55366 -3.63246 0.80726 0.068 -0.017 -0.022 0.096
O -2.89278 1.43297 -2.74589 0.045 0.031 0.067 0.053
C -2.80788 2.66393 -2.19061 -0.122 -0.066 -0.236 -0.257
C -3.17662 3.73733 -3.00245 0.055 0.039 0.127 -0.007
C -3.12141 5.02244 -2.50919 -0.020 0.067 -0.021 -0.065
C -2.69457 5.27164 -1.20286 -0.002 -0.085 -0.064 -0.080
C -2.31547 4.21363 -0.40885 0.005 0.078 0.015 -0.030
C -2.36335 2.89278 -0.87994 -0.049 0.005 0.154 -0.093
C -1.91962 1.78123 -0.01719 -0.155 0.027 -0.474 -0.437
O -2.15446 0.56471 -0.41032 0.158 0.484 0.192 -0.256
N -1.23687 2.11575 1.06894 0.378 -0.472 0.482 0.071
N -0.76773 0.98549 1.69430 -0.293 0.637 -0.304 -0.143
C -0.02833 1.07813 2.72404 0.133 -0.493 0.320 -0.084
C 0.46460 -0.19708 3.33844 -0.397 0.651 -0.180 -0.259
C 1.35680 -0.13647 4.39745 0.029 -0.031 0.125 -0.010
C 1.74978 -1.30854 5.02238 0.043 0.107 0.022 -0.032
C 1.23457 -2.50927 4.56733 -0.065 -0.067 -0.034 -0.043
C 0.36305 -2.48173 3.49119 -0.043 -0.029 -0.083 -0.145
N -0.01960 -1.36659 2.86626 0.254 0.225 0.011 0.019
H -2.73465 0.79617 -2.02297 0.013 -0.058 0.053 0.055
H -3.51445 3.52782 -4.00791 0.000 -0.007 -0.003 0.122
H -3.42237 5.84547 -3.14513 0.008 0.003 0.012 0.110
H -2.66264 6.28138 -0.81913 0.000 0.006 -0.004 0.104
H -1.97487 4.38745 0.60202 0.000 -0.049 -0.001 0.107
H 0.21828 2.03875 3.17263 0.074 -0.044 0.028 0.131
H 1.71450 0.82789 4.73258 0.011 -0.021 0.025 0.122
H 2.43327 -1.27812 5.86050 0.006 -0.021 -0.012 0.121
H 1.48649 -3.45125 5.03276 0.010 0.010 0.008 0.115
H -0.06492 -3.40855 3.12277 0.007 0.002 -0.016 0.111
```
Forces are in eV/Å.

Properties
* net charge: +1
* molecular weight: 426.58 g/mol
* E_HOMO: -10.37 eV


[3]
The following is a quantum chemistry calculation of a structure of composition C19H24ClIrN, from OMol25.

```
46
Properties=species:S:1:pos:R:3:forces:R:3:lowdin_charge:R:1
C 1.62626 0.63737 -4.19908 0.237 0.370 -1.445 -0.589
C 1.01008 2.01438 -4.38862 -0.189 -0.340 1.073 -0.081
C 3.13852 0.61671 -4.35172 -0.197 -0.281 1.299 -0.083
C 0.90575 -0.45484 -4.97172 -0.223 -0.222 1.151 -0.083
Cl 1.29420 0.13860 -2.12206 0.439 0.228 -1.686 0.590
H 3.39854 0.83404 -5.39039 -0.179 0.002 -0.005 0.112
H 3.54659 -0.36473 -4.07539 -0.095 0.233 -0.245 0.092
H 3.60590 1.36776 -3.69968 -0.115 -0.130 -0.318 0.092
H 1.17358 2.33020 -5.42451 0.048 -0.157 0.082 0.114
H 1.46679 2.75030 -3.71782 0.014 -0.098 -0.248 0.088
H -0.06773 1.99066 -4.18847 0.217 0.014 -0.183 0.091
H 1.07352 -0.30454 -6.04274 0.075 0.118 0.124 0.113
H -0.17300 -0.42366 -4.77083 0.257 0.046 -0.184 0.091
H 1.27384 -1.44800 -4.68881 0.025 0.219 -0.203 0.090
C 0.54097 1.02538 2.19588 0.089 1.526 1.859 -0.246
C 1.92881 0.91484 1.85602 0.800 0.856 1.012 -0.171
C 2.09640 1.41645 0.52954 -0.106 2.003 0.864 -0.189
H 2.71155 0.50816 2.49359 -0.229 0.219 -0.221 0.133
C 0.80174 1.88691 0.07249 0.686 1.704 0.660 -0.229
C -0.14696 1.64280 1.09925 -0.635 1.192 0.624 -0.187
H -1.21126 1.87009 1.06302 0.395 0.028 -0.066 0.118
H 0.08918 0.73498 3.14426 0.477 0.216 -0.348 0.090
H 3.01980 1.45041 -0.03730 -0.194 -0.061 0.127 0.123
H 0.60143 2.35887 -0.88590 0.022 -0.263 0.386 0.097
C -0.87420 -1.82985 0.39644 -0.701 -1.088 -0.068 -0.184
C -0.08690 -1.99642 1.58480 -0.473 -2.073 0.808 -0.245
C 1.26046 -2.31121 1.20011 0.051 -1.387 0.275 -0.167
H -0.46134 -1.93813 2.59934 0.302 -0.225 -0.217 0.085
C 1.32497 -2.29506 -0.23160 -1.228 -1.875 0.242 -0.182
C -0.01053 -2.00739 -0.73033 -0.059 -1.927 0.563 -0.224
H -0.30178 -1.95623 -1.76787 0.036 0.086 0.162 0.095
H -1.93339 -1.60292 0.36264 0.188 -0.105 -0.104 0.115
H 2.08237 -2.51820 1.87298 -0.118 -0.040 -0.129 0.129
H 2.19913 -2.46974 -0.83936 -0.003 0.059 0.054 0.121
Ir 0.72532 -0.30906 0.50769 0.663 1.078 -5.648 1.399
C -4.41627 -0.12936 4.82079 0.637 -0.112 -0.073 0.020
C -4.05752 -1.33305 4.20664 0.392 0.617 -0.239 0.020
C -2.89888 -1.37296 3.41080 0.724 -0.678 -0.603 -0.045
N -2.09626 -0.31202 3.26532 -3.274 0.310 1.825 0.214
C -2.44765 0.85211 3.82330 1.052 0.551 -0.380 -0.047
C -3.58270 0.97919 4.63963 0.062 -0.539 -0.367 0.019
H -5.30325 -0.06705 5.45747 0.254 0.009 -0.306 0.146
H -4.64636 -2.24144 4.29255 0.140 0.123 -0.009 0.139
H -2.60197 -2.29385 2.90416 -0.135 0.137 0.129 0.139
H -1.79199 1.70797 3.64232 -0.213 -0.136 0.086 0.137
H -3.78578 1.95149 5.08315 0.085 -0.204 -0.111 0.140
```
Forces are in eV/Å.

Properties
* net charge: +2
* molecular weight: 494.08 g/mol
* multiplicity: 6
* E_HOMO (spin up / spin down): -11.60 / -15.79 eV


[4]
The following is a quantum chemistry calculation of an isolated molecule of C19H24ClNO2, from OMol25.

```
47
Properties=species:S:1:pos:R:3:forces:R:3:lowdin_charge:R:1
C -3.80121 -0.43587 -0.24060 -0.142 -0.138 0.154 0.015
C -3.11040 -1.66831 0.30299 -0.133 0.184 -0.230 -0.502
O -3.64834 -2.38778 1.12378 -0.262 -0.086 0.329 0.041
N -1.87897 -1.95200 -0.19498 0.162 -0.350 -0.096 -0.058
C -1.13334 -1.08544 -1.08017 0.101 0.472 0.075 -0.137
H -1.81971 -0.59256 -1.77085 0.061 -0.059 -0.049 0.110
C -0.30268 -0.04296 -0.32216 0.145 -0.101 -0.319 -0.116
H 0.44942 -0.56197 0.27065 -0.102 0.066 0.044 0.103
H -0.94065 0.49800 0.37647 -0.038 0.002 0.092 0.115
C 0.40919 0.94533 -1.25737 -0.221 0.080 0.411 -0.220
C 1.63469 1.47254 -0.57889 0.464 -0.107 -1.026 -0.270
C 2.86377 1.80407 -1.06989 -0.566 -0.158 0.123 -0.023
C 3.63556 2.23034 0.03943 -0.183 0.047 0.548 -0.059
C 2.82003 2.12245 1.12060 0.881 0.305 -0.115 -0.115
O 1.60968 1.66667 0.75708 -0.507 -0.147 0.121 0.038
H 2.97505 2.32515 2.16147 -0.076 -0.013 0.168 0.119
H 4.65257 2.56462 0.02691 0.210 0.074 0.095 0.099
H 3.18424 1.74619 -2.09027 -0.019 -0.060 -0.243 0.111
H 0.74438 0.39990 -2.14707 0.056 0.027 0.044 0.150
C -0.52163 2.08792 -1.73329 0.188 0.068 -0.081 -0.378
C -0.75627 3.13427 -0.64676 -0.101 -0.211 -0.126 -0.056
H 0.15669 3.69222 -0.45311 0.114 0.079 0.049 0.087
H -1.07756 2.67677 0.28543 -0.048 0.021 0.156 0.074
H -1.52344 3.83688 -0.96475 -0.065 0.086 -0.005 0.081
C 0.05202 2.75633 -2.98026 -0.230 -0.141 0.136 -0.065
H 1.02704 3.18514 -2.76208 0.131 0.082 0.010 0.075
H 0.16322 2.03782 -3.78946 0.038 -0.056 -0.138 0.079
H -0.60599 3.55349 -3.31806 -0.026 0.113 -0.080 0.078
H -1.48499 1.63856 -1.99828 -0.014 -0.038 0.007 0.127
H -0.46190 -1.71379 -1.67347 -0.070 0.034 -0.041 0.133
C -1.18865 -3.13374 0.30216 -0.191 -0.170 0.136 -0.096
C -0.07921 -2.77348 1.25361 0.135 -0.157 0.007 -0.221
C -0.38656 -2.14935 2.45839 0.074 -0.081 -0.077 -0.021
C 0.61506 -1.72201 3.30873 0.041 0.018 0.003 -0.091
C 1.93958 -1.92707 2.95379 -0.109 -0.090 -0.203 -0.677
C 2.26642 -2.57263 1.77305 0.089 0.088 0.122 -0.101
C 1.25323 -2.99169 0.92840 -0.220 -0.026 0.091 -0.044
H 1.50768 -3.48447 0.00104 0.012 -0.045 -0.120 0.115
H 3.30079 -2.73442 1.51322 0.103 0.009 0.006 0.105
Cl 3.20108 -1.36930 3.99681 0.155 0.071 0.143 0.667
H 0.37517 -1.22986 4.23796 0.005 0.049 0.095 0.106
H -1.42194 -1.99217 2.72024 -0.150 0.039 0.040 0.120
H -0.79623 -3.69817 -0.54945 -0.013 0.024 0.063 0.127
H -1.94388 -3.73424 0.81756 0.173 0.025 -0.163 0.129
H -3.20596 0.45888 -0.08208 0.081 0.133 -0.065 0.071
H -4.75007 -0.32993 0.27850 0.043 -0.025 0.010 0.087
H -3.99699 -0.55031 -1.30494 0.023 0.061 -0.102 0.088
```
Forces are in eV/Å.

Properties
* structure (SMILES): CC(=O)N(CC[C@H](c1ccco1)C(C)C)Cc1ccc(Cl)cc1
* energy above the lowest of the compared OMol25 structures with the same formula, charge and spin: 0.407 eV
* net charge: 0
* molecular weight: 333.86 g/mol
* E_HOMO: -8.51 eV